(1)
Molecular formula: C18H49Br2NO17P4
Method: DFT, ωB97M-V with the def2-TZVPD basis set

Atoms and positions in Å:
C (-2.16, -2.46, -0.10)
O (-2.13, -3.82, 0.28)
C (-1.13, -4.11, 1.23)
C (0.32, -3.90, 0.74)
N (0.59, -4.83, -0.35)
C (1.23, -4.11, 1.97)
Br (2.15, -5.83, 2.01)
C (2.25, -2.99, 2.19)
C (2.98, -2.54, 0.94)
Br (1.26, -1.50, 2.97)
H (-1.26, -2.15, -0.63)
H (-2.34, -1.79, 0.75)
H (-2.98, -2.34, -0.80)
H (-1.22, -5.17, 1.45)
H (-1.30, -3.58, 2.18)
H (0.46, -2.90, 0.35)
H (0.09, -4.57, -1.19)
H (0.30, -5.77, -0.11)
H (0.59, -4.12, 2.85)
H (2.93, -3.33, 2.96)
H (2.35, -1.85, 0.37)
H (3.89, -2.00, 1.20)
H (3.27, -3.40, 0.35)
C (2.70, 4.61, -0.97)
O (2.87, 3.18, -0.92)
P (1.53, 2.22, -0.82)
O (2.19, 0.93, -0.51)
O (1.19, 2.43, -2.40)
C (2.08, 1.86, -3.36)
O (-0.03, 1.86, -0.52)
C (-0.89, 2.89, 0.03)
H (3.68, 5.05, -1.12)
H (2.06, 4.89, -1.81)
H (2.27, 4.99, -0.05)
H (2.72, 1.10, -2.91)
H (2.71, 2.64, -3.79)
H (1.48, 1.41, -4.14)
H (-0.93, 3.75, -0.63)
H (-0.53, 3.21, 1.01)
H (-1.89, 2.48, 0.15)
C (-3.69, -2.26, 4.62)
O (-4.38, -1.05, 4.23)
P (-5.72, -1.19, 3.32)
O (-5.99, 0.16, 2.83)
O (-6.69, -1.66, 4.53)
C (-7.14, -0.67, 5.46)
O (-6.36, -2.22, 2.27)
C (-5.71, -3.49, 2.03)
H (-2.87, -1.98, 5.27)
H (-4.36, -2.94, 5.15)
H (-3.28, -2.76, 3.73)
H (-7.02, 0.33, 5.06)
H (-6.59, -0.76, 6.39)
H (-8.19, -0.86, 5.65)
H (-5.64, -4.07, 2.96)
H (-4.72, -3.35, 1.61)
H (-6.32, -4.04, 1.32)
C (-0.32, 9.90, -0.09)
O (-0.19, 8.47, -0.13)
P (-1.53, 7.54, -0.09)
O (-1.05, 6.19, 0.19)
O (-1.89, 7.82, -1.65)
C (-1.12, 7.15, -2.65)
O (-3.09, 7.57, 0.33)
C (-3.68, 8.78, 0.86)
H (0.67, 10.33, -0.21)
H (-0.96, 10.25, -0.91)
H (-0.74, 10.23, 0.86)
H (-0.57, 6.31, -2.24)
H (-0.42, 7.86, -3.10)
H (-1.81, 6.80, -3.41)
H (-3.59, 9.60, 0.14)
H (-3.20, 9.05, 1.80)
H (-4.73, 8.58, 1.04)
C (5.89, -2.95, -2.49)
O (6.55, -4.21, -2.71)
P (5.65, -5.53, -2.98)
O (6.56, -6.67, -2.82)
O (5.31, -5.17, -4.52)
C (6.33, -5.37, -5.50)
O (4.17, -6.06, -2.67)
C (3.22, -5.16, -2.05)
H (6.65, -2.18, -2.40)
H (5.24, -2.71, -3.34)
H (5.30, -2.97, -1.57)
H (7.11, -6.04, -5.13)
H (6.77, -4.42, -5.79)
H (5.86, -5.82, -6.38)
H (3.07, -4.27, -2.67)
H (3.56, -4.86, -1.06)
H (2.27, -5.67, -1.94)

As for the spin multiplicity: 1. The LUMO energy is -0.5 eV. The structure (SMILES) is COC[C@H](N)[C@@H](Br)[C@@H](C)Br.COP(=O)(OC)OC.COP(=O)(OC)OC.COP(=O)(OC)OC.COP(=O)(OC)OC.

Charge distribution, Löwdin scheme, values in e: -0.097, -0.180, -0.214, -0.415, 0.028, -0.720, 0.751, -0.777, -0.134, 0.722, 0.085, 0.093, 0.092, 0.134, 0.106, 0.114, 0.090, 0.058, 0.052, 0.067, 0.061, 0.086, 0.047, -0.096, -0.228, 0.526, -0.268, -0.269, -0.112, -0.221, -0.088, 0.086, 0.080, 0.085, 0.078, 0.083, 0.086, 0.064, 0.086, 0.089, -0.091, -0.209, 0.428, -0.238, -0.253, -0.104, -0.199, -0.082, 0.090, 0.089, 0.067, 0.081, 0.084, 0.085, 0.088, 0.072, 0.091, -0.094, -0.216, 0.459, -0.242, -0.256, -0.099, -0.201, -0.089, 0.089, 0.088, 0.082, 0.070, 0.085, 0.088, 0.087, 0.086, 0.090, -0.093, -0.209, 0.430, -0.238, -0.254, -0.108, -0.197, -0.098, 0.089, 0.088, 0.072, 0.080, 0.083, 0.084, 0.092, 0.053, 0.063

=====

(2)
Molecular formula: C7H6NO4S
Method: DFT, ωB97M-V with the def2-TZVPD basis set

Atoms and positions in Å:
C (0.44, 0.93, 2.34)
C (0.81, -0.44, 2.10)
C (-0.44, 1.63, 1.47)
C (0.29, -1.03, 0.97)
C (-1.02, 0.96, 0.40)
C (-0.62, -0.35, 0.10)
C (-0.95, -0.93, -1.15)
N (0.79, 0.88, -1.84)
O (-0.11, -1.77, -3.58)
O (1.29, 1.96, -1.55)
O (1.65, -0.06, -2.11)
O (-1.09, -2.32, -1.23)
S (0.20, -1.81, -2.21)
H (1.05, 1.56, 2.97)
H (1.51, -0.84, 2.82)
H (-0.56, 2.74, 1.53)
H (0.23, -2.14, 0.96)
H (-1.77, 1.49, -0.14)
H (-1.70, -0.44, -1.86)

As for the spin multiplicity: 1. The LUMO energy is 3.6 eV. The energy above the lowest of the compared OMol25 structures with the same formula, charge and spin is 66.9 kcal/mol. As for the charge: -1.

Charge distribution, Löwdin scheme, values in e: -0.096, -0.080, -0.096, -0.043, -0.060, -0.247, -0.496, -0.304, -0.448, -0.124, -0.280, -0.320, 0.942, 0.078, 0.085, 0.110, 0.125, 0.105, 0.151

=====

(3)
Molecular formula: C6H10N2O
Method: DFT, ωB97M-V with the def2-TZVPD basis set

Atoms and positions in Å:
C (1.04, -1.42, 1.01)
C (0.91, -0.61, -0.05)
C (1.23, -1.05, -1.45)
C (1.20, 1.10, 0.18)
O (2.26, 1.55, -0.18)
C (-0.02, 1.62, 0.63)
C (-1.11, 0.76, 0.33)
N (-2.01, 0.54, 1.34)
N (-1.60, 0.66, -0.95)
H (0.78, -1.10, 2.01)
H (1.40, -2.44, 0.90)
H (0.33, -1.05, -2.07)
H (1.95, -0.39, -1.92)
H (1.65, -2.06, -1.47)
H (-0.08, 2.50, 1.25)
H (-1.59, 0.10, 2.15)
H (-2.86, 0.05, 1.07)
H (-0.97, 0.98, -1.67)
H (-2.51, 0.24, -1.09)

As for the spin multiplicity: 1. The LUMO energy is 0.3 eV. The energy above the lowest of the compared OMol25 structures with the same formula, charge and spin is 71.1 kcal/mol. The structure (SMILES) is C=C(C)C(=O)C=C(N)N.

Charge distribution, Löwdin scheme, values in e: 0.029, -0.291, -0.094, -0.418, 0.049, -0.059, -0.422, 0.155, 0.179, 0.054, 0.058, 0.061, 0.078, 0.072, 0.101, 0.109, 0.099, 0.125, 0.114

=====

(4)
Molecular formula: C21H57N6O6P3
Method: DFT, ωB97M-V with the def2-TZVPD basis set

Atoms and positions in Å:
C (4.71, -3.57, -0.86)
N (3.62, -3.15, -0.01)
C (2.75, -4.29, 0.29)
P (3.05, -1.65, 0.49)
O (3.36, -2.00, 1.96)
N (4.18, -0.35, 0.51)
C (5.43, -0.23, -0.22)
C (4.33, 0.35, 1.79)
N (2.70, -1.24, -1.21)
C (1.28, -1.45, -1.50)
C (3.45, -1.38, -2.43)
H (4.33, -3.90, -1.84)
H (5.25, -4.42, -0.43)
H (5.46, -2.81, -1.03)
H (1.98, -4.39, -0.47)
H (2.26, -4.17, 1.26)
H (3.30, -5.24, 0.35)
H (6.02, -1.14, -0.19)
H (6.09, 0.55, 0.20)
H (5.27, 0.10, -1.24)
H (5.04, -0.18, 2.44)
H (3.38, 0.45, 2.30)
H (4.70, 1.37, 1.65)
H (1.07, -2.51, -1.71)
H (0.95, -0.85, -2.36)
H (0.66, -1.15, -0.64)
H (3.19, -2.30, -2.97)
H (4.53, -1.39, -2.32)
H (3.23, -0.54, -3.10)
C (-2.59, -6.74, -1.48)
N (-2.43, -5.50, -0.75)
C (-2.09, -5.78, 0.64)
P (-2.78, -3.89, -1.11)
O (-1.29, -3.52, -1.00)
N (-2.82, -3.45, -2.77)
C (-3.01, -4.30, -3.93)
C (-1.94, -2.34, -3.16)
N (-4.51, -4.32, -1.24)
C (-5.22, -3.98, -0.01)
C (-5.21, -5.40, -1.91)
H (-3.44, -7.31, -1.10)
H (-1.70, -7.37, -1.38)
H (-2.73, -6.61, -2.55)
H (-2.99, -5.90, 1.24)
H (-1.50, -4.96, 1.07)
H (-1.48, -6.68, 0.75)
H (-2.42, -5.21, -3.88)
H (-2.69, -3.82, -4.87)
H (-4.06, -4.52, -4.11)
H (-0.92, -2.71, -3.36)
H (-1.90, -1.57, -2.39)
H (-2.30, -1.84, -4.07)
H (-5.09, -4.77, 0.75)
H (-6.29, -3.84, -0.18)
H (-4.84, -3.04, 0.41)
H (-5.42, -6.22, -1.22)
H (-4.70, -5.83, -2.76)
H (-6.17, -5.03, -2.28)
C (1.22, 2.32, 2.46)
O (2.60, 2.58, 1.99)
C (2.59, 3.58, 0.90)
C (1.94, 5.02, 1.36)
C (2.83, 6.30, 0.83)
C (2.16, 7.77, 1.15)
C (0.93, 7.74, 2.24)
O (-0.37, 7.27, 1.68)
C (-1.08, 6.44, 2.68)
C (-2.70, 6.38, 2.48)
O (-3.16, 6.06, 1.12)
C (-3.81, 4.74, 1.04)
P (-5.71, 4.80, 0.79)
O (-6.36, 6.22, 1.09)
H (1.04, 3.08, 3.37)
H (0.41, 2.55, 1.62)
H (1.07, 1.22, 2.89)
H (3.71, 3.72, 0.53)
H (2.02, 3.07, 0.00)
H (0.88, 5.12, 0.88)
H (1.87, 5.04, 2.55)
H (2.94, 6.16, -0.34)
H (3.91, 6.22, 1.34)
H (1.90, 8.29, 0.13)
H (3.03, 8.42, 1.64)
H (0.83, 8.84, 2.69)
H (1.30, 7.07, 3.15)
H (-0.54, 5.40, 2.72)
H (-0.89, 6.96, 3.73)
H (-3.13, 7.46, 2.74)
H (-3.18, 5.66, 3.31)
H (-3.36, 4.21, 0.07)
H (-3.56, 4.02, 1.93)
H (-6.09, 4.37, -0.56)
H (-6.28, 3.84, 1.75)

As for the spin multiplicity: 1. The LUMO energy is -1.7 eV. The structure (SMILES) is CN(C)P(=O)(N(C)C)N(C)C.CN(C)P(=O)(N(C)C)N(C)C.COCCCCCOCCOC[PH2]=O.

Charge distribution, Löwdin scheme, values in e: -0.139, -0.338, -0.125, 0.788, -0.274, -0.295, -0.126, -0.153, -0.326, -0.168, -0.145, 0.076, 0.082, 0.049, 0.068, 0.070, 0.080, 0.067, 0.083, 0.065, 0.086, 0.046, 0.071, 0.054, 0.078, 0.074, 0.080, 0.050, 0.094, -0.136, -0.338, -0.124, 0.788, -0.283, -0.306, -0.125, -0.152, -0.329, -0.158, -0.142, 0.078, 0.084, 0.050, 0.068, 0.070, 0.083, 0.068, 0.084, 0.067, 0.078, 0.065, 0.080, 0.068, 0.081, 0.074, 0.081, 0.051, 0.097, -0.121, -0.307, -0.203, -0.196, -0.205, -0.173, -0.218, -0.208, -0.174, -0.166, -0.222, -0.342, 0.743, -0.536, 0.096, 0.104, 0.110, 0.137, 0.134, 0.116, 0.115, 0.121, 0.121, 0.117, 0.119, 0.136, 0.123, 0.111, 0.139, 0.150, 0.141, 0.116, 0.105, 0.011, 0.008

=====

(5)
Molecular formula: C6H10
Method: DFT, ωB97M-V with the def2-TZVPD basis set

Atoms and positions in Å:
C (2.62, 0.28, 0.18)
C (1.87, -1.00, -0.21)
C (0.44, -0.88, 0.09)
C (-0.73, -0.67, 0.31)
C (-2.13, -0.26, 0.44)
C (-2.37, 0.99, -0.41)
H (2.20, 1.14, -0.35)
H (2.53, 0.46, 1.25)
H (3.68, 0.20, -0.07)
H (1.99, -1.19, -1.29)
H (2.30, -1.87, 0.31)
H (-2.36, -0.05, 1.50)
H (-2.79, -1.07, 0.13)
H (-2.15, 0.78, -1.46)
H (-3.40, 1.35, -0.33)
H (-1.70, 1.80, -0.09)

As for the spin multiplicity: 1. The LUMO energy is 1.1 eV. The energy above the lowest of the compared OMol25 structures with the same formula, charge and spin is 29.2 kcal/mol. The structure (SMILES) is CCC#CCC.

Charge distribution, Löwdin scheme, values in e: -0.115, -0.269, -0.047, -0.049, -0.268, -0.116, 0.074, 0.075, 0.068, 0.109, 0.107, 0.107, 0.107, 0.075, 0.068, 0.074

=====

(6)
Molecular formula: C7H7N2O4
Method: DFT, ωB97M-V with the def2-TZVPD basis set

Atoms and positions in Å:
C (2.38, 0.74, -0.32)
C (1.24, 1.20, 0.08)
N (0.30, 1.87, 0.49)
C (-1.04, 1.45, 0.30)
C (-1.23, 0.13, 1.06)
N (-0.32, -0.79, 0.48)
C (0.70, -1.53, 1.27)
O (0.63, -1.32, 2.47)
O (1.46, -2.20, 0.58)
C (-0.52, -1.05, -0.92)
C (-0.98, 0.14, -1.73)
O (-1.11, 0.09, -2.93)
O (-1.36, 1.26, -1.09)
H (2.80, -0.13, 0.15)
H (2.87, 1.13, -1.20)
H (-1.72, 2.25, 0.62)
H (-0.94, 0.24, 2.11)
H (-2.28, -0.18, 0.99)
H (0.42, -1.47, -1.31)
H (-1.31, -1.81, -1.09)

As for the spin multiplicity: 1. The LUMO energy is 3.6 eV. The energy above the lowest of the compared OMol25 structures with the same formula, charge and spin is 0.0 kcal/mol. The structure (SMILES) is C=C=N[C@@H]1CN(C(=O)[O-])CC(=O)O1. As for the charge: -1.

Charge distribution, Löwdin scheme, values in e: 0.033, -0.181, 0.147, -0.311, -0.122, -0.096, -0.770, -0.027, -0.034, -0.087, -0.466, 0.080, 0.053, 0.057, 0.054, 0.142, 0.124, 0.128, 0.132, 0.142

=====

| no. | orbital gap (eV) | HOMO energy (eV) | electronic energy (eV) |
| --- | --- | --- | --- |
| 1 | 8.9 | -9.48 | -233000.608 |
| 2 | 7.8 | -4.27 | -27868.169 |
| 3 | 8.0 | -7.70 | -11409.003 |
| 4 | 5.4 | -7.06 | -71777.632 |
| 5 | 10.5 | -9.36 | -6382.594 |
| 6 | 8.5 | -4.87 | -18543.776 |